ClH2NO | the ωB97M-V functional and the def2-TZVPD basis

XYZ file:
```
5
Properties=species:S:1:pos:R:3:mulliken_charge:R:1
Cl 0.720 -3.174 1.018 0.1234
O 0.936 -2.054 -0.063 -0.3217
N -0.080 -0.121 0.505 -0.3659
H 0.756 0.365 0.256 0.2758
H -0.787 -0.358 -0.161 0.2883
```

Values from the calculation:
HOMO-LUMO gap (alpha / beta): 7.201 / 7.226 eV
HOMO energy (alpha / beta): -9.89 / -9.91 eV
2S+1: 1
electronic energy: -16086.2639 eV